# 1
Formula: C11H14F3N
Source: OMol25
Level of theory: wB97M-V/def2-TZVPD

Each line ends with the Löwdin charge.
Cartesian coordinates (Å):
1 H -0.621 1.022 0.744  0.048
2 N 0.085 1.017 0.035  0.171
3 C 0.942 0.134 0.508  -0.400
4 C 2.046 -0.322 -0.315  -0.033
5 C 0.832 -0.594 1.759  -0.224
6 C 1.815 -0.387 2.760  -0.030
7 C 1.756 -1.100 3.950  -0.077
8 C 0.710 -1.980 4.133  -0.108
9 C -0.142 -2.254 3.095  -0.107
10 C -0.158 -1.572 1.912  -0.029
11 H 1.807 -0.852 -1.188  0.063
12 H 2.662 0.500 -0.700  0.101
13 H 2.480 -1.089 0.398  0.108
14 H 2.343 0.460 2.618  0.083
15 H 2.539 -0.852 4.801  0.149
16 H 0.643 -2.463 5.122  0.115
17 H -0.894 -3.008 3.294  0.107
18 H -0.605 -1.968 0.947  0.147
19 C -1.456 0.115 -3.263  -0.111
20 C -1.630 1.347 -2.459  -0.154
21 C -1.939 2.664 -3.268  -0.578
22 F -2.366 3.720 -2.489  0.096
23 F -2.810 2.382 -4.169  0.180
24 F -0.760 3.131 -3.872  0.071
25 H -0.672 0.149 -4.032  0.088
26 H -1.128 -0.758 -2.754  0.058
27 H -2.302 -0.201 -3.861  0.074
28 H -2.450 1.160 -1.715  0.139
29 H -0.723 1.600 -1.990  0.054

Properties
2S+1	1
SMILES	[H]/N=C(/C)c1ccccc1.CCC(F)(F)F
charge	0
HOMO level	-0.34948	hartree
frontier orbital gap	10.160	eV

# 2
Formula: C11H14FNO3S
Source: OMol25
Level of theory: wB97M-V/def2-TZVPD

Each line ends with the Löwdin charge.
Cartesian coordinates (Å):
1 O 2.021 1.123 2.725  -0.384
2 S 0.560 1.113 2.127  0.833
3 O -0.436 1.552 3.252  -0.371
4 C 0.148 -0.646 1.630  -0.171
5 C -0.965 -0.760 0.429  -0.311
6 C -2.315 -1.576 0.903  -0.142
7 C -3.268 -0.762 1.962  -0.135
8 F -4.655 -0.715 1.439  -0.134
9 C -1.316 0.719 -0.183  -0.118
10 C 0.047 1.636 -0.413  -0.286
11 C 1.214 0.887 -1.289  -0.064
12 C 0.948 -0.065 -2.625  -0.022
13 C 2.085 -0.786 -3.536  -0.102
14 N 3.528 -0.611 -3.206  -0.034
15 C 3.826 0.203 -1.994  -0.114
16 C 2.851 0.994 -0.958  0.024
17 O 0.562 2.241 0.848  -0.253
18 H -0.206 -1.276 2.552  0.136
19 H 1.148 -1.135 1.241  0.131
20 H -0.470 -1.402 -0.431  0.140
21 H -1.924 -2.572 1.431  0.127
22 H -2.873 -1.905 -0.073  0.129
23 H -2.829 0.289 2.233  0.113
24 H -3.270 -1.406 2.966  0.135
25 H -1.861 0.634 -1.230  0.136
26 H -2.053 1.361 0.499  0.140
27 H -0.314 2.564 -1.071  0.177
28 H -0.184 -0.220 -2.956  0.088
29 H 1.759 -1.416 -4.491  0.113
30 H 4.992 0.323 -1.752  0.110
31 H 3.250 1.614 -0.028  0.108

Properties
2S+1	1
SMILES	O=S1(=O)C[C@@H](CCF)C[C@H](c2ccncc2)O1
charge	0
HOMO level	-0.34365	hartree
frontier orbital gap	8.708	eV

# 3
Formula: C11H14MnN5O6
Source: OMol25
Level of theory: wB97M-V/def2-TZVPD

Each line ends with the Löwdin spin population.
Cartesian coordinates (Å):
1 Mn 0.413 -0.487 -0.307  3.824
2 C -2.734 -1.307 1.585  0.003
3 C -1.452 -0.878 2.198  0.010
4 N -0.323 -0.588 1.547  -0.037
5 C 0.624 -0.204 2.484  0.002
6 C 0.051 -0.256 3.711  0.000
7 N -1.238 -0.686 3.501  0.006
8 C 0.518 -0.010 5.118  0.000
9 O 1.725 0.459 5.264  0.000
10 O -0.253 -0.267 6.002  -0.001
11 C 1.947 0.308 1.990  0.010
12 O 2.774 0.720 2.776  0.016
13 O 2.038 0.235 0.702  0.128
14 H -2.656 -1.282 0.501  0.002
15 H -3.540 -0.641 1.891  0.000
16 H -3.002 -2.316 1.899  0.001
17 H -1.886 -0.820 4.270  0.000
18 H 2.215 0.596 4.418  0.000
19 N 1.633 2.074 -3.798  0.000
20 C 0.631 2.416 -2.743  0.002
21 C 0.345 1.190 -1.894  0.018
22 O -0.391 1.252 -0.883  0.007
23 O 0.886 0.083 -2.209  -0.001
24 H 1.608 2.739 -4.573  0.000
25 H 1.445 1.131 -4.154  0.000
26 H 2.582 2.053 -3.419  0.000
27 H -0.302 2.743 -3.201  0.000
28 H 1.001 3.224 -2.114  0.000
29 N 1.813 -4.360 0.011  0.008
30 C 1.147 -4.498 -1.182  0.000
31 C 0.546 -3.305 -1.413  0.005
32 N 0.836 -2.458 -0.355  -0.017
33 C 1.618 -3.131 0.482  0.013
34 H 2.372 -5.073 0.456  0.000
35 H 1.155 -5.405 -1.761  0.000
36 H -0.085 -3.009 -2.233  0.001
37 H 2.025 -2.752 1.406  0.000

Properties
2S+1	5
charge	+2
HOMO level (alpha / beta)	-0.57145 / -0.57124	hartree
frontier orbital gap (alpha / beta)	6.580 / 8.027	eV